Record 1
Formula: C51H45AsF6I2O2P2S2Ti
Source: OMol25
Level of theory: ωB97M-V with the def2-TZVPD basis set

HOMO-LUMO gap in eV: 7.57
LUMO energy in eV: -5.73
Net charge: +2
Multiplicity: 1
HOMO in Eh: -0.4886
Relative energy (zero: lowest compared OMol25 entry of this formula, charge and spin) in kJ/mol: 131.1
Molecular weight in g/mol: 1306.59
Maximum force in eV/A: 4.57

```
112
Properties=species:S:1:pos:R:3:forces:R:3:lowdin_charge:R:1
Ti 0.1535 -0.8655 0.3059 0.024 0.980 0.740 0.699
O 3.1011 0.7115 -0.6296 -0.548 -0.120 -0.330 -0.440
S 1.9083 0.9740 0.2107 1.775 -0.146 0.016 0.847
C 2.5914 1.4650 1.7684 -0.504 -0.327 0.656 -0.382
C 3.9124 1.7976 1.9661 0.874 -0.243 -0.384 -0.027
C 4.3196 2.1965 3.2410 0.859 -0.145 0.042 -0.045
C 3.4284 2.3752 4.2530 -1.865 0.080 0.612 -0.030
C 2.0754 2.0467 4.0210 -0.013 -0.233 0.481 -0.040
C 1.6754 1.4916 2.8067 0.427 0.368 0.647 -0.375
P 0.0143 0.8570 2.5079 -1.109 1.052 0.308 1.097
C -0.5113 -0.1105 3.9172 -0.782 -1.545 0.912 -0.352
C 0.2601 -0.3543 5.0616 -0.011 0.150 0.073 -0.094
C -0.1772 -1.0508 6.1708 -2.577 -0.376 -0.601 -0.010
C -1.5099 -1.6244 6.0489 3.850 0.742 2.355 -0.036
C -2.2343 -1.4301 4.9326 -1.550 -0.557 -0.163 -0.091
C -1.8018 -0.7009 3.8715 2.169 1.826 -1.362 -0.086
C -0.9327 2.4786 2.7468 -0.005 -0.995 0.282 -0.289
C -0.3114 3.5903 2.1921 -0.238 0.130 0.023 -0.135
C -0.7964 4.8439 2.3908 -0.753 0.387 0.611 -0.046
C -1.9573 5.0266 3.1505 0.757 1.174 -0.457 -0.063
C -2.5782 3.9780 3.7383 0.638 -2.058 0.619 -0.059
C -2.0496 2.6713 3.5757 0.181 0.760 -0.232 -0.038
C 1.2298 2.5157 -0.2542 0.422 1.914 -2.014 -0.405
C 2.1744 3.5515 -0.4724 -0.889 0.584 -0.558 -0.026
C 1.8530 4.7406 -1.1826 -0.121 -0.707 1.354 -0.008
C 0.5376 4.8775 -1.6383 0.199 0.963 -1.321 -0.040
C -0.3618 3.8339 -1.4849 -1.763 0.272 0.097 -0.090
C -0.0607 2.6653 -0.7840 0.205 -0.556 0.156 -0.341
P -1.2010 1.2373 -0.6176 -1.069 1.055 -0.849 1.106
C -2.8410 1.7300 0.1777 0.822 -1.425 0.817 -0.310
C -3.5476 0.6956 0.8350 -0.917 1.519 -0.579 -0.098
C -4.8766 0.9342 1.2682 2.041 0.633 -0.745 -0.027
C -5.3820 2.2153 1.1606 0.396 -0.586 -0.214 -0.051
C -4.6364 3.2194 0.5671 -1.580 1.109 0.569 -0.064
C -3.3946 2.9965 0.0705 0.711 -0.868 -0.405 -0.083
C -1.8745 0.9930 -2.3350 0.041 0.019 -0.750 -0.341
C -1.7607 1.7242 -3.5425 0.368 0.060 -1.905 -0.062
C -2.4209 1.2797 -4.7569 0.930 0.147 0.895 -0.061
C -3.1457 0.0952 -4.7776 -0.030 0.847 2.201 -0.059
C -3.3903 -0.5432 -3.5349 1.980 1.040 -0.291 -0.026
C -2.7112 -0.1275 -2.3618 -1.672 -0.376 -1.088 -0.113
H 4.6413 1.6710 1.1647 -0.252 0.068 0.131 0.129
H 5.3394 2.3263 3.5996 0.167 0.078 -1.079 0.128
H 3.7944 2.7513 5.2172 -0.456 -0.264 -0.387 0.132
H 1.3056 2.1082 4.7908 0.433 0.296 0.017 0.123
H 1.2233 0.0592 5.1135 1.173 0.451 0.045 0.071
H 0.3738 -1.0295 7.1221 -0.180 -0.407 -0.691 0.122
H -1.8443 -2.1775 6.9174 -0.448 -0.050 -0.250 0.116
H -3.2092 -1.8456 4.9563 -0.877 -0.337 -0.398 0.112
H -2.3339 -0.4596 2.9617 -0.724 -0.489 0.228 0.079
H 0.6046 3.5886 1.6544 0.519 -0.581 -0.128 0.077
H -0.1592 5.6394 2.0629 -0.225 0.671 -0.214 0.113
H -2.3038 6.0077 3.4072 -0.051 0.495 -0.163 0.112
H -3.3061 4.1417 4.5177 -0.409 -0.024 -0.237 0.117
H -2.4637 1.9160 4.2228 -0.011 -0.495 -0.284 0.105
H 3.1685 3.4239 -0.1025 0.515 -0.051 0.135 0.105
H 2.5884 5.5674 -1.2404 -0.531 -0.775 -0.193 0.133
H 0.2242 5.7818 -2.2574 0.476 -1.260 1.121 0.149
H -1.4085 3.9719 -1.8670 1.289 -0.193 0.279 0.119
H -3.1332 -0.2798 0.9079 0.250 -0.631 0.082 0.051
H -5.4400 0.1227 1.6298 -0.672 -0.750 0.584 0.101
H -6.3724 2.4243 1.4756 -0.746 0.161 0.305 0.107
H -5.1247 4.2019 0.5054 0.497 -0.354 -0.149 0.130
H -2.8854 3.7374 -0.4813 0.444 0.900 -0.255 0.084
H -1.0993 2.6011 -3.7882 -0.649 -0.892 1.160 0.114
H -2.3010 1.8424 -5.7109 0.053 -0.322 1.048 0.123
H -3.6148 -0.2089 -5.6752 -0.394 -0.493 -0.688 0.100
H -3.9917 -1.4108 -3.5208 -0.673 -0.745 0.218 0.097
H -3.0415 -0.6108 -1.4402 0.486 -0.094 -0.150 0.084
I 4.0933 1.7565 -5.0271 -0.233 -0.175 -0.615 0.016
I 3.5102 1.3438 -7.6493 0.137 0.086 0.731 0.067
C 1.5759 -1.6542 1.5698 0.255 -0.177 0.188 -0.156
H 2.1593 -1.1721 2.3421 0.612 0.580 -0.279 0.029
H 2.1965 -2.4438 1.0836 -0.638 0.518 0.174 0.033
H 0.8228 -2.0634 2.2377 -0.622 -0.867 -0.072 0.020
F -1.3832 -1.5892 0.8054 -0.462 -0.569 0.005 -0.376
As -3.0956 -4.1479 0.5015 -0.978 0.324 0.821 0.972
F -4.0765 -3.5349 1.8236 0.468 -0.461 -1.255 -0.227
F -1.9461 -4.4225 1.7052 0.507 -0.035 -0.144 -0.182
F -3.7702 -5.6569 0.2204 0.000 0.638 0.103 -0.134
F -1.8382 -4.2594 -0.6708 -0.539 0.310 0.319 -0.206
F -3.9358 -3.0230 -0.4927 0.695 -0.557 0.235 -0.197
O 0.6181 -1.3654 -1.4204 0.748 0.541 -0.552 -0.604
S 1.5136 -0.7411 -2.6141 -0.797 -1.094 0.608 1.096
C 0.5685 -1.2966 -4.0461 -0.370 -0.633 0.504 -0.251
C 0.4152 -2.7766 -4.2377 0.052 -0.883 1.099 -0.273
C -0.1606 -3.6476 -3.2708 0.585 -0.026 -1.679 -0.029
C -0.2940 -5.0041 -3.5751 -0.469 -0.025 0.243 -0.060
C 0.1216 -5.5155 -4.7913 0.777 0.521 -0.528 -0.060
C 0.8046 -4.6722 -5.6629 0.454 -0.474 -0.502 -0.053
C 0.9809 -3.3197 -5.3828 -0.733 -0.389 -0.104 -0.045
C 2.9059 -1.8842 -2.7364 0.409 -0.719 0.499 -0.229
C 3.4914 -2.4849 -1.4429 -0.267 -0.029 -0.568 -0.254
C 4.6135 -1.8713 -0.9561 -0.114 -0.124 0.632 -0.057
C 5.3061 -2.4028 0.1322 -0.993 -0.665 -1.056 -0.053
C 4.9928 -3.6446 0.6407 -2.156 -0.430 -0.991 -0.021
C 3.8321 -4.3299 0.1188 1.163 2.958 -0.862 -0.038
C 3.0822 -3.7235 -0.8773 -0.049 0.923 -1.382 -0.051
H 1.1533 -0.9503 -4.8721 0.247 0.786 -0.620 0.091
H -0.3793 -0.7723 -3.9660 -0.114 0.260 -0.101 0.079
H -0.4444 -3.2580 -2.3298 -0.513 0.172 0.663 0.064
H -0.7646 -5.7156 -2.9057 0.006 0.362 0.326 0.109
H 0.0132 -6.5603 -5.0739 -0.121 0.196 0.299 0.119
H 1.2554 -5.1193 -6.5575 -0.290 0.394 0.252 0.121
H 1.4637 -2.6596 -6.0869 0.198 -0.059 -0.189 0.118
H 3.6189 -1.2269 -3.2490 0.194 -0.283 0.132 0.081
H 2.6184 -2.7034 -3.4028 -0.142 0.276 0.018 0.100
H 4.9492 -0.9690 -1.4243 0.221 0.410 -0.006 0.109
H 6.1223 -1.8397 0.4419 1.495 0.579 0.877 0.092
H 5.5847 -4.0720 1.4059 0.426 -0.459 0.642 0.099
H 3.4800 -5.2693 0.3449 -0.120 -2.072 1.213 0.083
H 2.2242 -4.2005 -1.3790 0.393 -0.087 0.614 0.123
```
Forces are in eV/Å.

Record 2
Formula: C32H34F3N2O7RhS2Si
Source: OMol25
Level of theory: ωB97M-V with the def2-TZVPD basis set

Expectation value of S²: 6.01
HOMO-LUMO gap (spin up / spin down) in eV: 8.34 / 8.41
LUMO energy (spin up / spin down) in eV: 0.32 / -0.18
Net charge: 0
Multiplicity: 5
HOMO (spin up / spin down) in Eh: -0.2949 / -0.3156
Relative energy (zero: lowest compared OMol25 entry of this formula, charge and spin) in kJ/mol: 41.6
Molecular weight in g/mol: 810.75
Maximum force in eV/A: 0.22

```
82
Properties=species:S:1:pos:R:3:forces:R:3:lowdin_charge:R:1
Rh 0.2114 -0.2367 0.2913 -0.151 -0.060 -0.016 1.044
C -2.2954 0.4576 1.9674 0.002 0.015 -0.042 -0.185
C -1.1712 0.8356 2.9324 -0.013 0.005 0.038 -0.176
N 0.1282 0.2826 2.5287 0.041 -0.035 -0.013 -0.135
C 1.2797 1.1545 2.7651 0.008 0.012 0.004 -0.250
C 1.1983 2.4852 2.0028 0.009 0.008 0.022 -0.414
S 0.5489 2.4121 0.3003 -0.017 -0.020 0.015 0.942
C -1.1588 3.0164 0.4881 0.002 0.028 0.017 -0.421
C -2.1846 1.9968 0.0040 -0.025 -0.007 -0.031 -0.257
N -1.9616 0.6676 0.5528 0.035 -0.035 0.032 -0.137
H -3.2019 1.0108 2.2454 0.004 -0.007 0.002 0.127
H -2.4954 -0.6066 2.0709 0.007 0.011 0.009 0.095
H -1.4534 0.4954 3.9339 0.010 -0.006 -0.013 0.128
H -1.0711 1.9168 3.0046 -0.001 -0.001 -0.017 0.091
H 0.2789 -0.6301 2.9422 -0.019 0.011 -0.007 0.128
H 2.1634 0.6078 2.4360 -0.001 0.002 -0.004 0.113
H 1.4076 1.3945 3.8293 0.002 0.003 -0.006 0.123
H 2.2046 2.8931 1.9199 0.008 -0.005 -0.006 0.070
H 0.6062 3.2255 2.5402 -0.007 -0.002 -0.017 0.072
H -1.2558 3.9280 -0.1008 0.011 -0.008 -0.011 0.078
H -1.3252 3.2925 1.5271 0.009 -0.004 0.011 0.066
H -2.1153 1.9107 -1.0817 0.003 -0.007 0.004 0.125
H -3.1891 2.3729 0.2405 0.006 -0.006 0.004 0.123
H -2.4578 -0.0330 0.0099 -0.024 0.039 -0.003 0.090
F 5.6366 1.9134 0.1874 0.027 -0.045 0.023 0.135
C 4.7263 2.2861 -0.6960 0.020 0.008 -0.003 -0.422
F 5.2916 2.7596 -1.7839 0.035 0.024 -0.040 0.148
F 3.9128 3.1853 -0.1616 -0.071 0.028 0.022 0.114
S 2.3784 -0.1891 -1.6626 -0.022 0.193 -0.101 0.438
O 3.2899 0.3567 -2.6091 0.011 -0.083 0.006 -0.241
O 2.5022 0.2999 -0.2874 0.076 0.003 0.089 -0.399
O 0.9762 -0.2559 -2.0498 -0.029 -0.039 -0.058 -0.347
O -1.0272 -1.8905 0.6853 0.078 -0.020 0.111 -0.416
Si -1.8546 -3.0836 0.0222 -0.069 -0.004 -0.008 0.445
C -2.2356 -4.4076 1.3045 0.007 0.012 -0.016 -0.230
C -3.2837 -5.3161 1.1459 0.003 -0.017 0.020 -0.100
C -3.5140 -6.3207 2.0770 -0.009 -0.006 -0.018 -0.090
C -2.6953 -6.4334 3.1918 0.008 -0.001 0.011 -0.098
C -1.6514 -5.5354 3.3735 0.012 0.002 -0.008 -0.093
C -1.4265 -4.5343 2.4361 -0.010 0.044 0.045 -0.106
C -1.0024 -3.9228 -1.4270 0.039 0.045 0.015 -0.210
C -0.8831 -5.3090 -1.5360 -0.020 -0.019 -0.043 -0.092
C -0.2017 -5.8930 -2.5973 -0.006 -0.006 0.029 -0.090
C 0.3812 -5.0969 -3.5725 0.029 0.022 0.011 -0.089
C 0.2752 -3.7151 -3.4841 0.020 -0.015 0.025 -0.074
C -0.4107 -3.1403 -2.4230 0.022 0.020 -0.046 -0.106
C -3.5062 -2.3646 -0.5664 0.048 0.032 -0.036 -0.223
C -4.4512 -1.9584 0.3835 -0.025 -0.024 -0.002 -0.116
C -5.5995 -1.2691 0.0189 0.015 -0.003 0.028 -0.093
C -5.8284 -0.9640 -1.3167 -0.003 0.010 -0.013 -0.099
C -4.9094 -1.3589 -2.2776 0.009 0.010 -0.012 -0.089
C -3.7627 -2.0508 -1.9036 -0.031 -0.013 0.011 -0.084
H -3.9341 -5.2395 0.2803 -0.007 0.012 -0.003 0.108
H -4.3331 -7.0145 1.9331 0.000 -0.004 0.006 0.100
H -2.8734 -7.2148 3.9201 -0.003 -0.001 0.003 0.098
H -1.0178 -5.6122 4.2493 0.003 -0.006 -0.003 0.099
H -0.6133 -3.8293 2.5774 -0.009 -0.014 -0.013 0.095
H -1.3230 -5.9475 -0.7767 0.000 -0.003 -0.002 0.096
H -0.1181 -6.9716 -2.6578 0.004 0.001 0.001 0.102
H 0.9264 -5.5510 -4.3906 -0.009 0.002 -0.009 0.102
H 0.7394 -3.0800 -4.2287 -0.001 -0.004 -0.015 0.110
H -0.4586 -2.0587 -2.3687 -0.008 -0.009 0.021 0.082
H -4.2893 -2.1944 1.4313 -0.005 -0.020 0.000 0.103
H -6.3186 -0.9746 0.7737 -0.005 0.000 0.001 0.099
H -6.7228 -0.4271 -1.6068 -0.004 -0.001 -0.001 0.098
H -5.0855 -1.1304 -3.3216 -0.001 0.000 -0.001 0.101
H -3.0587 -2.3548 -2.6698 0.015 -0.010 -0.002 0.094
O 1.3593 -4.7327 0.9471 -0.041 -0.034 0.040 0.073
C 2.2083 -5.0294 -0.0586 -0.023 0.004 -0.031 -0.247
C 2.5502 -6.3521 -0.3354 0.002 -0.002 -0.010 -0.017
C 3.4142 -6.6538 -1.3683 -0.008 -0.020 0.012 -0.071
C 3.9552 -5.6425 -2.1529 0.025 0.025 -0.009 -0.077
C 3.6166 -4.3315 -1.8882 0.013 -0.018 -0.037 -0.006
C 2.7498 -3.9995 -0.8443 -0.014 -0.035 0.038 -0.053
C 2.3607 -2.5926 -0.6213 -0.033 -0.026 -0.075 -0.418
O 2.8510 -1.7758 -1.5945 -0.014 -0.033 0.076 -0.105
O 1.6842 -2.1981 0.2970 0.011 0.055 0.014 0.050
H 0.9306 -5.5393 1.2639 0.047 0.064 -0.040 0.111
H 2.1205 -7.1414 0.2710 0.000 -0.003 0.006 0.120
H 3.6657 -7.6881 -1.5657 -0.004 -0.005 0.001 0.108
H 4.6292 -5.8778 -2.9647 0.001 0.003 -0.003 0.103
H 4.0131 -3.5348 -2.5015 0.002 -0.008 0.022 0.125
```
Forces are in eV/Å.

Record 3
Formula: C12H33N5RbS3
Source: OMol25
Level of theory: ωB97M-V with the def2-TZVPD basis set

HOMO-LUMO gap in eV: 8.73
LUMO energy in eV: -2.19
Net charge: +1
Multiplicity: 1
HOMO in Eh: -0.4014
Molecular weight in g/mol: 429.10
Maximum force in eV/A: 0.52

```
54
Properties=species:S:1:pos:R:3:forces:R:3:lowdin_charge:R:1
Rb 0.3663 -0.8350 0.7743 -0.054 -0.142 0.011 0.712
N -0.6764 -3.5966 -0.3421 0.162 -0.048 -0.122 -0.041
C -1.9187 -4.0136 0.3029 -0.433 0.020 -0.022 -0.274
C -2.9232 -2.8649 0.3653 0.071 -0.369 -0.013 -0.232
N -2.4909 -1.7741 1.2326 -0.260 0.390 -0.143 -0.135
C -2.7036 -2.0744 2.6432 -0.116 0.251 0.209 -0.240
C -2.5329 -0.8389 3.5202 -0.252 -0.320 0.062 -0.272
N -1.1443 -0.3954 3.5786 0.238 -0.011 0.055 -0.035
H -0.8695 -3.3812 -1.3182 0.090 -0.001 0.057 0.067
H -0.0450 -4.3916 -0.3503 0.078 0.117 -0.081 0.075
H -1.6784 -4.3512 1.3132 -0.051 -0.055 -0.027 0.107
H -2.4098 -4.8517 -0.2189 0.108 0.132 0.171 0.120
H -3.8906 -3.2743 0.6984 0.057 0.029 -0.106 0.120
H -3.0585 -2.4738 -0.6466 -0.034 0.026 0.004 0.120
H -3.0810 -0.9699 1.0218 0.139 -0.097 -0.008 0.104
H -1.9900 -2.8427 2.9525 -0.050 -0.041 0.083 0.116
H -3.7188 -2.4676 2.8120 0.121 -0.090 0.028 0.125
H -2.9399 -1.0743 4.5160 -0.013 0.077 -0.197 0.118
H -3.1266 -0.0176 3.1055 -0.049 -0.072 0.057 0.117
H -0.5958 -1.1062 4.0592 -0.032 0.150 0.022 0.073
H -1.1048 0.4359 4.1610 0.192 -0.045 -0.102 0.077
N 3.3510 -1.0732 0.2777 0.043 -0.129 -0.252 -0.066
C 3.9860 -0.4408 1.4326 0.281 0.329 0.131 -0.287
C 3.4449 0.9719 1.6708 0.469 -0.220 0.043 -0.287
N 2.1846 0.9441 2.4023 -0.192 0.087 0.196 -0.064
H 3.7386 -2.0078 0.1650 -0.125 0.124 -0.074 0.078
H 3.6239 -0.5569 -0.5568 -0.080 -0.150 0.044 0.074
H 5.0797 -0.3780 1.3166 -0.198 -0.058 0.120 0.115
H 3.7699 -1.0603 2.3096 0.138 0.104 0.002 0.114
H 3.2638 1.4517 0.7049 0.092 0.033 -0.001 0.106
H 4.2159 1.5501 2.2000 -0.078 -0.008 -0.183 0.116
H 1.7639 1.8681 2.3766 -0.084 -0.089 0.060 0.063
H 2.3815 0.7504 3.3808 -0.119 0.009 -0.079 0.079
C 1.2466 3.9764 -2.1331 -0.221 -0.134 -0.445 -0.526
C 0.1105 3.8904 -1.1274 0.139 -0.287 0.251 -0.507
S -0.1100 2.2336 -0.3869 -0.103 0.434 -0.087 0.771
C -1.6682 1.6778 -1.1370 0.366 0.129 0.057 -0.540
C -1.5497 1.2076 -2.5726 -0.018 -0.451 -0.121 -0.524
S -0.3362 -0.1479 -2.7460 -0.156 0.082 -0.180 0.807
C 0.7050 0.4818 -4.0998 -0.169 -0.097 0.381 -0.534
C 1.6509 1.6081 -3.7220 -0.033 0.452 -0.162 -0.504
S 0.8630 3.2755 -3.7786 0.361 -0.141 0.277 0.884
H 2.1457 3.4903 -1.7558 0.050 0.127 0.002 0.069
H 1.4665 5.0272 -2.3260 0.101 -0.017 0.065 0.073
H -0.8368 4.1730 -1.5818 -0.029 0.106 0.028 0.079
H 0.3190 4.5642 -0.2938 -0.092 0.034 -0.053 0.074
H -2.3879 2.4963 -1.0594 -0.063 -0.169 0.089 0.089
H -1.9902 0.8533 -0.4967 -0.183 0.066 0.024 0.043
H -1.2235 2.0079 -3.2331 -0.146 -0.003 0.104 0.020
H -2.5183 0.8305 -2.9086 0.017 0.090 -0.018 0.080
H 0.0438 0.7782 -4.9137 0.085 -0.096 -0.111 0.079
H 1.2787 -0.3917 -4.4124 -0.022 0.034 -0.109 0.074
H 2.4630 1.6474 -4.4512 0.031 -0.079 0.125 0.071
H 2.0592 1.4588 -2.7228 0.026 -0.014 -0.062 0.059
```
Forces are in eV/Å.